Record 1
The following is a DFT calculation (ωB97M-V with the def2-TZVPD basis set) of the molecule C2H2O4 at a distorted geometry.

Element x y z (Å)
O (1.41, 0.99, -0.59)
C (0.72, 0.06, -0.24)
O (1.46, -0.96, 0.23)
C (-0.75, -0.22, 0.06)
O (-1.39, -1.21, 0.42)
O (-1.44, 0.92, 0.09)
H (2.41, -0.56, -0.27)
H (-2.42, 0.97, 0.31)

Strongest force on any atom   5.9 eV/Å
E_LUMO   -0.6 eV
SMILES   O=C(O)C(=O)O
HOMO level   -10.938 eV
Frontier orbital gap   10.38 eV
Spin multiplicity   1


Record 2
The following is a DFT calculation (ωB97M-V with the def2-TZVPD basis set) of a 2-piece molecular cluster, C12H12N2O7S overall.

Element x y z (Å)
O (-3.51, 2.80, 3.45)
C (-2.49, 2.59, 2.81)
C (-1.24, 2.14, 3.36)
C (-0.19, 1.96, 2.54)
O (1.00, 1.54, 2.94)
C (-0.28, 2.22, 1.06)
O (0.74, 2.03, 0.41)
C (-1.54, 2.66, 0.49)
C (-2.58, 2.83, 1.31)
O (-3.78, 3.23, 0.91)
H (-1.18, 1.95, 4.43)
H (1.56, 1.51, 2.14)
H (-1.59, 2.82, -0.57)
H (-4.33, 3.27, 1.72)
O (3.64, -3.84, -1.71)
C (3.84, -3.35, -0.64)
O (3.83, -2.03, -0.37)
C (3.24, -1.19, -1.37)
C (1.71, -1.27, -1.31)
C (1.15, -0.09, -2.10)
S (-0.66, 0.06, -2.31)
C (-1.40, -1.33, -1.58)
N (-1.01, -2.23, -0.75)
N (-2.11, -3.05, -0.52)
C (-3.07, -2.57, -1.21)
O (-2.71, -1.48, -1.92)
H (4.06, -3.92, 0.27)
H (3.61, -1.46, -2.36)
H (3.59, -0.18, -1.15)
H (1.41, -1.23, -0.26)
H (1.40, -2.22, -1.74)
H (1.45, 0.84, -1.62)
H (1.56, -0.10, -3.11)
H (-4.08, -2.93, -1.27)

Strongest force on any atom   0.4 eV/Å
E_LUMO   -1.6 eV
SMILES   O=C1C=C(O)C(=O)C=C1O.O=COCCCSc1nnco1
HOMO level   -9.110 eV
Frontier orbital gap   7.52 eV
Spin multiplicity   1


Record 3
The following is a DFT calculation (ωB97M-V with the def2-TZVPD basis set) of C48H50AlAs2BrIN4O9P2 as an isolated structure at a distorted geometry.

Element x y z (Å)
Al (-0.45, 0.39, -0.88)
N (-1.51, 3.43, -0.81)
P (-2.24, 1.94, -0.45)
C (-2.97, 2.27, 1.17)
C (-4.19, 2.88, 1.27)
C (-4.81, 2.94, 2.55)
C (-4.12, 2.49, 3.68)
C (-2.82, 1.96, 3.55)
C (-2.26, 1.82, 2.31)
C (-3.61, 1.61, -1.61)
C (-4.57, 0.67, -1.18)
C (-5.78, 0.59, -1.86)
C (-5.92, 1.31, -3.06)
C (-4.92, 2.11, -3.55)
C (-3.72, 2.29, -2.82)
P (0.17, 3.06, -1.08)
C (1.04, 4.21, -0.06)
C (0.61, 4.36, 1.24)
C (1.40, 5.06, 2.11)
C (2.68, 5.45, 1.74)
C (3.10, 5.30, 0.45)
C (2.27, 4.72, -0.48)
C (0.43, 3.68, -2.77)
C (-0.12, 4.88, -3.12)
C (0.18, 5.43, -4.38)
C (0.93, 4.74, -5.30)
C (1.41, 3.51, -4.95)
C (1.23, 2.93, -3.70)
H (-1.97, 3.87, -1.60)
H (-4.67, 3.26, 0.39)
H (-5.72, 3.56, 2.59)
H (-4.60, 2.47, 4.67)
H (-2.28, 1.66, 4.46)
H (-1.28, 1.36, 2.23)
H (-4.25, 0.12, -0.30)
H (-6.62, -0.04, -1.54)
H (-6.87, 1.31, -3.60)
H (-5.08, 2.63, -4.47)
H (-3.00, 3.01, -3.19)
H (-0.39, 3.97, 1.53)
H (1.03, 5.33, 3.11)
H (3.34, 5.95, 2.45)
H (4.13, 5.60, 0.18)
H (2.59, 4.59, -1.51)
H (-0.60, 5.46, -2.33)
H (-0.17, 6.44, -4.60)
H (1.11, 5.13, -6.29)
H (1.99, 2.97, -5.70)
H (1.66, 1.96, -3.40)
Br (4.92, -4.15, -2.77)
C (4.78, -2.62, -3.93)
C (5.67, -2.49, -4.98)
C (5.49, -1.49, -5.93)
C (4.43, -0.62, -5.83)
C (3.61, -0.69, -4.71)
C (3.81, -1.64, -3.70)
I (2.86, -1.58, -1.87)
H (6.45, -3.26, -5.10)
H (6.29, -1.41, -6.68)
H (4.32, 0.15, -6.55)
H (2.77, -0.01, -4.67)
C (-2.72, -3.59, -4.28)
N (-1.98, -2.56, -3.50)
C (-1.38, -1.36, -4.18)
C (-0.83, -0.73, -2.91)
O (-0.10, 0.35, -2.78)
N (-1.24, -1.37, -1.78)
C (-1.90, -2.53, -2.17)
N (-2.27, -3.49, -1.33)
H (-2.40, -3.59, -5.32)
H (-3.78, -3.38, -4.24)
H (-2.53, -4.55, -3.82)
H (-2.12, -0.76, -4.76)
H (-0.60, -1.68, -4.88)
H (-1.95, -3.47, -0.37)
H (-2.46, -4.41, -1.70)
C (2.74, 1.17, 1.01)
O (1.90, 0.62, 2.09)
C (0.85, -0.16, 1.81)
O (0.35, -0.23, 0.63)
C (0.29, -0.86, 2.91)
C (0.84, -0.91, 4.19)
As (2.15, -2.53, 4.31)
C (1.73, -3.14, 6.19)
C (1.21, -3.81, 3.16)
C (0.01, -3.61, 2.53)
As (-1.25, -2.13, 2.75)
C (-1.81, -2.07, 4.73)
C (-0.33, -4.21, 1.21)
O (0.33, -4.00, 0.21)
O (-1.54, -4.90, 1.05)
C (-1.84, -5.95, 1.93)
C (2.07, -4.98, 2.82)
O (1.71, -6.16, 2.84)
O (3.25, -4.61, 2.30)
C (4.12, -5.64, 1.82)
C (0.89, 0.18, 5.15)
O (0.08, 1.11, 5.23)
O (1.91, -0.05, 6.01)
C (2.05, 1.11, 6.88)
H (3.30, 1.94, 1.50)
H (2.03, 1.68, 0.26)
H (3.37, 0.37, 0.57)
H (0.90, -2.51, 6.57)
H (2.65, -3.01, 6.74)
H (1.32, -4.16, 6.14)
H (-1.37, -2.85, 5.40)
H (-2.91, -2.19, 4.78)
H (-1.61, -1.05, 5.16)
H (-1.02, -6.35, 2.57)
H (-2.06, -6.77, 1.26)
H (-2.68, -5.76, 2.63)
H (5.09, -5.16, 1.61)
H (3.74, -6.03, 0.89)
H (4.30, -6.45, 2.55)
H (2.64, 0.86, 7.80)
H (1.05, 1.53, 7.13)
H (2.63, 1.92, 6.32)

Strongest force on any atom   3.4 eV/Å
E_LUMO (spin up / spin down)   -9.3 / -9.2 eV
HOMO level (spin up / spin down)   -14.548 / -14.548 eV
Frontier orbital gap (spin up / spin down)   5.28 / 5.31 eV
Spin multiplicity   1
Total charge   +3


Record 4
The following is a DFT calculation (ωB97M-V with the def2-TZVPD basis set) of C7H6OS2 as an isolated structure at a distorted geometry.

Element x y z (Å)
C (-1.40, 1.96, 0.04)
C (1.26, -0.91, -0.21)
C (-0.24, 1.22, 0.08)
C (-0.50, -0.16, 0.09)
C (2.20, 0.03, -0.16)
C (-2.64, 1.24, 0.08)
C (1.49, -2.30, 0.00)
O (3.38, 0.02, -0.33)
S (1.44, 1.75, 0.11)
S (-2.20, -0.52, -0.09)
H (-1.49, 3.08, -0.10)
H (-3.13, 1.32, 1.05)
H (-3.17, 1.52, -0.80)
H (2.43, -2.59, -0.54)
H (0.80, -3.02, -0.28)
H (1.75, -2.65, 1.06)

Strongest force on any atom   7.4 eV/Å
E_LUMO (spin up / spin down)   -1.5 / -1.5 eV
HOMO level (spin up / spin down)   -7.762 / -7.755 eV
Frontier orbital gap (spin up / spin down)   6.23 / 6.22 eV
Spin multiplicity   1


Question: Which formula does entry 2 have?
Answer: C12H12N2O7S